Record 1
13 unconnected molecules or ions with the total composition C43H122N16O13 in a non-equilibrium geometry. Source: the OMol25 dataset; level of theory: wB97M-V/def2-TZVPD.

Geometry (Å):
C1 -2.084 -0.863 4.433
O1 -2.293 -2.081 4.503
N1 -2.896 0.055 4.999
N2 -0.988 -0.366 3.805
H1 -3.698 -0.178 5.548
H2 -2.476 0.978 5.059
H3 -0.909 0.604 3.574
H4 -0.395 -1.092 3.440
C2 3.971 -2.633 -1.005
O2 2.937 -3.244 -1.272
N3 5.150 -3.181 -0.619
N4 4.095 -1.293 -1.257
H5 5.299 -4.173 -0.575
H6 5.967 -2.609 -0.544
H7 3.236 -0.863 -1.582
H8 4.872 -0.784 -0.890
C3 0.246 -4.996 3.597
O3 0.436 -5.264 4.782
N5 0.915 -4.018 2.946
N6 -0.613 -5.699 2.805
H9 1.582 -3.492 3.479
H10 0.793 -3.905 1.942
H11 -1.275 -6.281 3.283
H12 -0.712 -5.433 1.838
C4 5.305 1.050 0.844
C5 5.138 2.073 1.951
C6 5.025 1.429 3.351
O4 4.862 2.459 4.289
C7 5.428 2.220 5.538
N7 6.271 2.995 1.924
H13 5.548 1.506 -0.119
H14 4.344 0.560 0.641
H15 6.032 0.270 1.083
H16 4.205 2.627 1.836
H17 5.885 0.780 3.566
H18 4.180 0.738 3.472
H19 6.524 2.159 5.503
H20 5.085 1.246 5.913
H21 5.181 3.018 6.235
H22 6.345 3.412 0.987
H23 7.127 2.451 2.011
C8 -4.023 1.427 1.858
C9 -5.091 1.474 0.826
C10 -4.560 1.292 -0.607
O5 -3.783 2.422 -1.016
C11 -4.498 3.641 -1.223
N8 -6.295 0.687 1.069
H24 -3.204 2.112 1.650
H25 -3.639 0.439 2.125
H26 -4.505 1.860 2.743
H27 -5.397 2.528 0.911
H28 -5.248 0.946 -1.381
H29 -3.746 0.559 -0.587
H30 -5.498 3.445 -1.625
H31 -3.899 4.177 -1.955
H32 -4.711 4.204 -0.312
H33 -7.083 1.142 0.630
H34 -6.543 0.510 2.032
C12 -5.139 -7.901 0.440
C13 -5.834 -6.782 1.195
C14 -4.909 -5.570 1.174
O6 -5.524 -4.370 1.615
C15 -4.577 -3.360 1.881
N9 -7.205 -6.521 0.735
H35 -5.860 -8.713 0.334
H36 -4.293 -8.299 1.003
H37 -4.709 -7.580 -0.512
H38 -5.785 -7.111 2.240
H39 -4.488 -5.434 0.167
H40 -4.065 -5.734 1.855
H41 -3.965 -3.611 2.757
H42 -4.921 -2.391 2.247
H43 -3.949 -3.217 1.000
H44 -7.205 -6.941 -0.187
H45 -7.325 -5.516 0.746
C16 -1.425 3.384 3.303
C17 -0.365 3.218 4.399
C18 0.021 4.623 4.934
O7 0.841 4.407 6.058
C19 1.426 5.565 6.558
N10 -1.056 2.479 5.492
H46 -1.798 2.379 3.101
H47 -0.987 3.788 2.389
H48 -2.329 3.908 3.613
H49 0.501 2.673 4.028
H50 -0.879 5.219 5.099
H51 0.651 5.015 4.126
H52 1.745 5.503 7.597
H53 0.743 6.429 6.554
H54 2.254 5.967 5.959
H55 -1.095 2.990 6.376
H56 -0.308 1.879 5.858
C20 1.431 0.192 -4.651
C21 2.855 0.746 -4.867
C22 2.920 1.614 -6.140
O8 2.357 0.990 -7.286
C23 3.092 -0.092 -7.816
N11 3.239 1.631 -3.758
H57 0.706 1.005 -4.611
H58 1.489 -0.307 -3.683
H59 1.167 -0.494 -5.456
H60 3.593 -0.056 -4.932
H61 3.974 1.858 -6.315
H62 2.392 2.559 -6.010
H63 4.058 0.237 -8.221
H64 2.448 -0.534 -8.569
H65 3.432 -0.807 -7.057
H66 3.017 1.083 -2.937
H67 2.662 2.473 -3.786
C24 1.326 0.998 1.415
C25 1.345 0.033 0.232
C26 -0.033 -0.514 -0.016
O9 -0.351 -1.293 1.141
C27 -1.571 -2.054 1.116
N12 1.757 0.746 -1.009
H68 2.213 1.637 1.346
H69 1.383 0.414 2.333
H70 0.488 1.695 1.349
H71 2.057 -0.776 0.399
H72 0.010 -1.160 -0.901
H73 -0.773 0.279 -0.168
H74 -2.407 -1.350 1.141
H75 -1.515 -2.633 2.035
H76 -1.617 -2.621 0.189
H77 0.968 1.303 -1.315
H78 2.488 1.410 -0.768
C28 1.083 -6.319 -0.857
C29 0.424 -4.964 -1.091
C30 -0.932 -4.995 -1.799
O10 -1.288 -3.725 -2.322
C31 -0.529 -3.179 -3.392
N13 0.382 -4.100 0.071
H79 1.290 -6.929 -1.732
H80 0.548 -6.896 -0.092
H81 2.008 -6.201 -0.282
H82 1.142 -4.472 -1.758
H83 -1.749 -5.357 -1.175
H84 -0.800 -5.625 -2.688
H85 0.521 -3.078 -3.106
H86 -0.916 -2.196 -3.647
H87 -0.574 -3.828 -4.271
H88 -0.103 -3.254 -0.176
H89 1.374 -3.872 0.143
C32 -1.258 3.375 -3.368
C33 -0.294 3.320 -2.158
C34 0.861 4.316 -2.242
O11 1.805 3.985 -3.254
C35 2.578 5.095 -3.587
N14 -1.043 3.354 -0.900
H90 -2.203 2.893 -3.106
H91 -0.760 2.924 -4.225
H92 -1.644 4.364 -3.643
H93 0.121 2.317 -2.242
H94 1.219 4.159 -1.215
H95 0.417 5.311 -2.311
H96 3.479 4.758 -4.106
H97 3.082 5.539 -2.715
H98 2.074 5.936 -4.070
H99 -1.334 4.330 -0.791
H100 -1.979 2.949 -0.984
C36 8.595 4.958 -0.739
C37 7.752 3.917 -1.489
C38 6.285 4.341 -1.618
O12 5.673 4.502 -0.344
C39 4.262 4.513 -0.350
N15 8.419 3.503 -2.707
H101 9.610 4.621 -0.544
H102 8.135 5.197 0.223
H103 8.563 5.901 -1.294
H104 7.845 3.065 -0.801
H105 5.715 3.597 -2.187
H106 6.184 5.334 -2.078
H107 3.700 3.719 -0.856
H108 3.920 5.451 -0.796
H109 3.937 4.479 0.688
H110 8.395 4.348 -3.282
H111 7.833 2.860 -3.235
C40 -8.046 -1.638 -0.971
C41 -7.664 -2.650 -2.047
C42 -6.255 -3.214 -1.796
O13 -5.357 -2.389 -2.533
C43 -3.995 -2.523 -2.143
N16 -8.553 -3.848 -1.941
H112 -9.129 -1.464 -0.996
H113 -7.681 -0.634 -1.203
H114 -7.798 -1.919 0.051
H115 -7.698 -2.212 -3.042
H116 -6.180 -4.266 -2.116
H117 -5.928 -3.371 -0.762
H118 -3.721 -1.598 -1.628
H119 -3.367 -2.582 -3.032
H120 -3.783 -3.437 -1.587
H121 -9.309 -3.550 -1.333
H122 -8.074 -4.580 -1.433

Force components x, y, z for each atom (eV/Å):
-0.6355 -1.8529 0.6634
0.0996 0.7007 -0.3152
0.3386 1.2918 -0.4374
0.0070 -0.3594 0.3883
0.0882 -0.3606 0.0155
-0.4546 0.1393 0.4629
0.2559 -0.0402 -0.2031
0.1819 0.4176 -0.4182
0.0944 0.4121 -1.4237
0.5628 0.0247 0.6401
0.2813 -0.7395 0.6017
-0.8056 -0.6901 -0.0890
-0.3690 0.0234 0.0271
0.1128 0.0633 -0.0447
0.2726 0.5017 0.2762
-0.0848 0.4012 -0.0832
0.3653 -0.5271 1.1430
-0.2987 0.2133 -0.5658
0.2234 0.5477 -0.3884
-0.0966 -0.1068 -0.1457
0.0393 -0.0461 -0.0528
0.0143 0.0637 0.4838
-0.0243 -0.0478 -0.1553
-0.2308 -0.0306 0.0661
-1.3985 -0.6020 -0.3740
0.7253 -0.2912 0.4640
-0.0402 -0.1794 -0.1246
-0.0760 0.6710 -0.2121
0.4595 -0.7935 0.2883
0.3465 0.1489 -0.0348
0.3309 0.2402 0.1667
0.0485 -0.2654 0.2585
0.1380 0.1244 0.0501
0.0772 0.1878 -0.2356
0.4199 0.3879 -0.0214
-0.2314 0.0444 -0.5355
0.0176 0.0762 -0.2165
-0.0970 0.1564 0.3376
-0.2975 -0.0154 -0.1535
-0.3131 -0.0352 0.6547
-0.0350 -0.0402 0.2901
-0.1135 -0.1523 1.3212
-1.0665 1.4001 -0.9856
1.6060 -0.4744 0.5153
-0.8746 0.6100 -0.0109
-0.3789 -0.7347 -0.1759
0.2391 -0.6863 -0.3090
0.0191 -0.1874 -0.4697
-0.0081 -0.0290 -0.1634
0.3094 -0.3096 0.3381
0.0221 0.1417 -0.4678
-0.4479 0.4138 0.1573
-0.4075 -0.5172 0.1430
0.1054 -0.1308 -0.3804
-0.1942 0.4283 0.1543
0.5918 0.1134 0.1086
-0.0686 -0.1318 -0.0198
0.3677 0.1750 0.1358
-0.0268 -0.2367 0.0687
0.8904 0.3493 1.0788
0.4935 0.6438 0.1538
-1.0185 0.1782 0.0200
1.0885 -0.1162 0.6853
1.2537 -0.6173 0.1933
0.1701 -0.1028 -0.3332
-0.0760 0.0474 0.1734
-0.4308 -0.0375 -0.2211
-0.7743 0.0685 0.0936
-0.0603 0.1883 -0.1548
0.1471 -0.3826 -0.1230
0.4003 -0.5585 -0.3112
-1.1524 -0.1400 -0.7022
0.1444 0.1573 0.0311
-0.6965 0.6476 -0.2641
-0.3339 -0.0314 -0.4000
0.5866 -0.8575 -0.2694
-2.2253 1.8809 1.1343
1.3978 -1.7726 -1.4259
-0.3169 -0.0596 0.5362
0.0005 1.9461 0.0363
1.6534 -1.1608 0.8806
0.1150 0.0033 -0.3348
-0.2570 0.1295 -0.0756
0.3004 0.4183 0.1971
0.0685 0.0082 0.1141
0.0933 0.1637 0.3167
-0.2423 0.7543 0.0545
0.0656 -0.6995 -0.0932
-0.4218 -0.2644 0.0148
0.2473 -0.6065 -0.1290
-0.5294 0.9492 -0.5613
-0.3806 -0.7388 -0.4245
1.1265 -0.1611 -0.0937
-0.8082 1.2802 -0.4646
0.5294 -0.8459 -0.2011
-0.0897 0.1748 0.2591
0.6102 0.4220 0.4933
0.4543 -0.5794 -0.5066
-0.0068 0.0332 0.0099
-0.5288 -0.2282 -0.0557
-0.1810 -0.0999 0.1450
-0.1268 -0.1334 0.0042
0.0903 0.0828 -0.1230
-0.2332 -0.0844 0.1305
-0.2005 0.2663 -0.4935
0.2535 -0.2489 -0.0500
-0.6596 -0.2703 0.0973
-0.0446 0.5158 0.4055
0.0700 -0.6046 0.3514
0.6882 -0.1561 -0.1918
0.0149 1.4266 -0.5089
-0.1758 -1.4491 0.6016
0.1960 -0.0055 -0.4279
0.7348 1.4590 -0.0539
0.0081 -0.5366 0.3246
0.1437 -0.1368 0.2590
-0.3089 0.3690 0.2402
-0.2718 -0.2695 0.1952
-0.1382 -0.1010 0.0989
-0.2314 0.0071 -0.1596
-0.0014 0.1633 -0.0338
-0.2276 -0.1341 0.0895
-0.4178 -0.3458 -0.2039
-0.4304 -0.2730 0.1147
0.1671 -0.0145 0.0102
0.0046 0.0541 -0.0368
-0.3540 -0.1922 1.9989
0.3660 0.0715 -1.5226
1.3887 -0.0586 -1.3269
-0.6764 0.9296 0.6561
0.4420 -0.7723 0.4317
0.6428 -0.9134 0.5313
-0.2081 0.2005 -0.1595
-0.5317 -0.2522 -0.4708
0.3181 0.4270 -0.5422
-0.3925 -0.1530 -0.5259
-0.0423 0.1292 0.0389
-0.2263 -0.5679 0.2421
0.0683 0.1420 -0.0717
-0.2192 -0.0315 0.1512
-0.0763 -0.0507 -0.0980
0.2463 0.1468 -0.1642
-0.1621 0.5674 0.3382
-0.1140 0.3622 0.1776
-1.5768 -0.9500 -1.9204
-1.1892 -1.2363 1.5049
-1.3956 0.7950 0.6380
2.0015 0.7544 0.5928
0.2491 1.5735 0.3912
0.3252 -0.7547 -0.1952
-0.3806 0.0056 -0.2138
0.6767 0.3451 0.0591
0.2255 0.0593 -0.0679
1.0583 0.6746 -0.1247
0.4035 0.2528 -0.3778
-0.5280 -0.1350 -0.7375
-0.5515 -0.0436 0.3395
-0.3054 -0.4309 -0.3710
0.3790 0.0960 0.4101
0.5252 -0.6945 -0.2687
-0.8371 0.5699 -0.2618
0.6151 -0.5334 1.9716
-0.3420 0.3257 -0.0022
-0.0258 -0.9133 -0.0394
-0.2709 0.8425 0.2911
-0.6373 1.0546 -0.8048
0.0383 0.0007 -0.2991
-0.0653 -0.1794 0.0144
0.4472 0.0204 -0.0733
-0.7016 -0.2763 -0.1918
0.0956 0.0137 -0.2033
0.2909 -0.1846 -0.6107
0.7362 -0.4227 -0.3591
-0.1349 0.1022 0.0843
0.1165 0.2112 0.0808
0.4937 -0.2089 -0.2639
0.0328 -0.2050 0.1910
-0.7741 0.9563 -0.6556
0.4955 -1.7156 1.7891
0.6230 0.0918 -0.9351
0.2167 -0.4996 0.4517
-0.1857 0.4622 -0.7396
-0.3141 0.9254 -0.0019
-0.1047 -0.2820 -0.0264
0.5526 -0.1549 0.2124
0.3093 -0.1274 -0.1368
-0.0359 -0.0813 -0.0358
-0.1728 0.1116 -0.8332
-0.4518 0.9997 0.4190
0.2603 -0.3111 0.4688
-0.1634 0.0033 -0.1074
-0.1359 0.1413 0.3055
-0.2753 -0.4064 -0.1592
0.0236 -0.0967 -0.0055

Calculated values
Kohn-Sham gap   9.175 eV
Maximum force   0.061 hartree/bohr
Energy relative to the best compared isomer or geometry (same formula, charge and spin)   43.7 kcal/mol
E_tot   -97024.344 eV
Highest occupied orbital energy   -8.91 eV
LUMO   0.262 eV

***

Record 2
A molecular structure, C43H27F3LaN8O5S in a non-equilibrium geometry. Source: the OMol25 dataset; level of theory: wB97M-V/def2-TZVPD.

Geometry (Å):
La1 0.826 -0.293 -0.341
O1 0.002 4.177 5.866
C1 0.768 3.198 5.836
O2 1.492 2.703 6.717
C2 0.795 2.447 4.485
C3 1.608 1.344 4.282
C4 1.572 0.674 3.072
N1 0.771 1.043 2.058
C5 -0.027 2.103 2.259
C6 -0.038 2.821 3.445
C7 -1.027 2.424 1.201
C8 -1.604 3.690 1.122
C9 -2.643 3.893 0.236
C10 -3.084 2.830 -0.537
C11 -2.417 1.626 -0.430
N2 -1.399 1.418 0.406
C12 2.364 -0.577 2.904
C13 3.496 -0.819 3.680
C14 4.146 -2.031 3.555
C15 3.652 -2.973 2.664
C16 2.551 -2.632 1.903
N3 1.922 -1.461 2.007
H1 2.211 1.016 5.117
H2 -0.714 3.645 3.620
H3 -1.243 4.489 1.750
H4 -3.107 4.867 0.154
H5 -3.904 2.934 -1.234
H6 -2.698 0.784 -1.050
H7 3.860 -0.062 4.358
H8 5.030 -2.239 4.143
H9 4.119 -3.938 2.535
H10 2.156 -3.322 1.166
C17 -3.153 0.159 4.275
C18 -1.872 -0.326 4.507
C19 -1.177 -0.966 3.493
C20 -1.734 -1.110 2.226
C21 -3.028 -0.650 2.010
C22 -3.731 -0.019 3.025
N4 -0.986 -1.667 1.152
C23 -0.940 -2.983 1.064
C24 -1.548 -3.885 2.021
C25 -1.521 -5.230 1.849
C26 -0.870 -5.840 0.739
C27 -0.282 -5.037 -0.188
C28 -0.303 -3.626 -0.055
N5 0.189 -2.803 -1.049
N6 0.436 -3.357 -2.159
C29 0.970 -2.507 -3.151
C30 0.890 -2.991 -4.455
C31 1.380 -2.211 -5.480
C32 1.948 -0.982 -5.171
C33 1.990 -0.589 -3.847
N7 1.523 -1.338 -2.842
H11 -3.689 0.674 5.060
H12 -1.406 -0.192 5.475
H13 -0.183 -1.354 3.671
H14 -3.463 -0.769 1.025
H15 -4.732 0.348 2.834
H16 -2.047 -3.457 2.879
H17 -2.000 -5.859 2.590
H18 -0.833 -6.916 0.649
H19 0.237 -5.454 -1.039
H20 0.436 -3.957 -4.623
H21 1.322 -2.552 -6.505
H22 2.346 -0.330 -5.934
H23 2.408 0.366 -3.564
F1 5.364 2.227 -0.157
C34 4.716 1.177 0.347
F2 5.589 0.390 0.982
F3 3.827 1.617 1.237
S1 3.920 0.240 -1.013
O3 4.978 0.006 -1.941
O4 3.344 -0.939 -0.349
O5 2.811 1.102 -1.447
N8 -4.125 4.443 -8.375
C35 -3.562 3.939 -7.508
C36 -2.859 3.312 -6.421
C37 -1.585 3.748 -6.067
C38 -0.916 3.144 -5.021
C39 -1.498 2.092 -4.305
C40 -2.781 1.664 -4.675
C41 -3.455 2.264 -5.720
C42 -0.812 1.468 -3.221
C43 -0.240 0.917 -2.292
H24 -1.126 4.562 -6.612
H25 0.072 3.481 -4.740
H26 -3.235 0.847 -4.131
H27 -4.444 1.926 -6.001

Force components x, y, z for each atom (eV/Å):
-0.6514 -0.3306 0.9125
0.0143 0.0326 -0.1102
-0.1250 0.0021 0.2783
0.1043 -0.0521 -0.0708
-0.0228 0.0119 -0.2133
-0.0292 0.0545 0.0954
-0.0156 -0.0762 -0.0832
0.2050 0.0820 0.0287
-0.0477 -0.0192 -0.0362
0.0505 -0.0449 0.0243
0.0610 -0.0954 0.1385
-0.0311 -0.0560 -0.0103
-0.0021 0.0146 -0.0079
-0.0003 0.0020 0.0210
0.0196 -0.1108 0.0000
0.2351 0.1873 -0.1674
0.0708 0.1005 -0.0074
-0.0526 -0.0219 -0.0179
0.0158 -0.0462 -0.0157
-0.0163 0.0343 0.0099
-0.0418 -0.0367 -0.0447
0.1877 0.0067 -0.0412
0.0055 0.0003 -0.0073
-0.0026 0.0080 0.0122
0.0022 0.0261 -0.0041
-0.0083 0.0073 -0.0018
-0.0154 0.0076 -0.0031
0.0190 0.0009 -0.0144
0.0121 -0.0019 0.0104
0.0063 0.0050 0.0113
0.0210 -0.0111 0.0155
0.0024 0.0122 0.0123
0.0119 -0.0080 -0.0037
-0.0213 0.0123 -0.0017
0.0285 -0.0024 0.0739
0.2070 -0.0460 -0.1634
0.0050 0.0317 -0.0259
-0.0257 0.0139 0.0187
-0.1855 0.0669 -0.2304
-0.0138 -0.0375 0.0948
0.0228 0.1656 -0.1283
0.0792 -0.1497 -0.0440
-0.0334 0.0968 0.1311
0.0228 0.0467 0.0304
-0.0089 0.1026 -0.2504
-0.0265 -0.3718 0.1453
0.1471 0.1891 -0.1726
-0.0565 -0.3570 0.1465
0.0101 0.0021 -0.0461
0.0289 0.0433 0.0013
-0.0388 -0.0481 0.0452
0.0474 0.0014 0.0213
-0.1426 0.0729 0.0344
-0.0120 0.0113 0.0098
-0.0044 0.0078 0.0166
0.0301 -0.0030 -0.0008
-0.0169 -0.0096 -0.0027
-0.0073 0.0053 0.0056
-0.0148 -0.0045 0.0095
-0.0015 -0.0175 0.0117
0.0028 -0.0286 0.0034
-0.0339 0.0103 -0.0290
-0.0059 -0.0044 0.0029
0.0038 -0.0057 -0.0162
0.0140 0.0053 -0.0294
-0.0038 0.0232 -0.0037
0.0164 -0.0066 0.0917
0.2164 -0.0275 -0.0350
0.0168 0.0899 -0.0068
-0.1442 -0.0158 0.0118
-0.4010 -0.1455 -0.1575
-0.0148 -0.0009 -0.0890
0.3106 0.1666 0.0994
0.3543 0.1214 0.2933
-0.0339 0.0251 -0.0591
0.0822 -0.0576 0.1240
-0.1464 0.0335 -0.1293
0.0588 0.0112 0.0304
0.0785 0.0446 0.0142
-0.0333 -0.0375 0.0598
-0.0030 -0.0062 -0.0190
0.0220 -0.0159 0.0308
-0.0059 0.0161 -0.2019
-0.3316 0.2955 -0.4165
-0.0082 0.0018 -0.0066
-0.0016 -0.0024 0.0017
-0.0050 -0.0023 0.0023
-0.0057 0.0052 -0.0064

Calculated values
Kohn-Sham gap (alpha / beta)   6.050 / 6.046 eV
Maximum force   0.023 hartree/bohr
Energy relative to the best compared isomer or geometry (same formula, charge and spin)   1.8 kcal/mol
E_tot   -87040.360 eV
Highest occupied orbital energy (alpha / beta)   -5.21 / -5.21 eV
LUMO (alpha / beta)   0.843 / 0.841 eV
Total charge   -1